[1]
DFT (ωB97M-V/def2-TZVPD) results for a molecular structure, C19H33Cl6MgO10 at a distorted geometry.

The energy above the lowest of the compared OMol25 structures with the same formula, charge and spin comes out at 0.0 kcal/mol. The value obtained for the total energy is -4457.0302 hartree. The maximum force comes out at 5.7 eV/A. As for the frontier orbital gap: 4.35 eV. As for the charge: +1. Its lowest unoccupied orbital energy is -8.3780 eV.

Geometry as XYZ:
```
69
C19H33Cl6MgO10 | the OMol25 dataset | ωB97M-V/def2-TZVPD
Mg 16.73 -16.86 2.17
C 15.66 -14.04 2.97
O 16.45 -15.18 3.02
H 15.09 -13.70 3.84
H 16.27 -13.17 2.73
H 15.01 -14.09 2.09
C 15.17 -18.77 7.76
C 16.30 -18.43 6.80
C 16.48 -16.93 6.50
O 17.91 -16.81 6.77
C 18.42 -17.94 7.34
O 19.57 -18.25 7.58
O 17.53 -18.90 7.41
H 14.24 -18.62 7.23
H 15.18 -18.28 8.74
H 15.11 -19.85 7.89
H 16.18 -18.96 5.85
H 15.71 -16.37 7.03
H 16.21 -16.70 5.47
C 13.96 -13.74 -1.50
C 12.48 -13.63 -0.97
C 12.27 -13.18 0.45
O 11.68 -11.87 0.37
C 11.44 -11.61 -0.93
O 10.78 -10.66 -1.33
O 11.94 -12.56 -1.73
H 14.36 -14.58 -0.93
H 14.53 -12.81 -1.61
H 14.00 -14.13 -2.51
H 11.85 -14.49 -1.16
H 13.21 -13.03 1.00
H 11.72 -13.94 1.00
C 19.20 -12.82 0.56
C 19.53 -12.23 -0.89
C 20.96 -12.55 -1.20
O 20.90 -13.28 -2.44
C 19.59 -13.55 -2.69
O 19.21 -14.39 -3.55
O 18.80 -12.94 -1.83
H 19.66 -12.35 1.43
H 19.42 -13.86 0.79
H 18.15 -12.99 0.76
H 19.30 -11.17 -0.84
H 21.40 -13.15 -0.41
H 21.61 -11.68 -1.30
Cl 12.79 -15.94 6.33
C 12.66 -14.32 5.46
C 11.83 -14.36 4.18
Cl 10.10 -14.29 4.56
H 13.62 -13.83 5.28
H 12.12 -13.60 6.08
H 11.95 -15.27 3.59
H 12.23 -13.52 3.62
Cl 13.65 -8.91 1.23
C 14.73 -9.92 2.38
C 14.41 -9.72 3.86
Cl 15.28 -10.90 4.80
H 15.78 -9.83 2.10
H 14.49 -10.95 2.14
H 13.37 -9.91 4.11
H 14.75 -8.72 4.12
Cl 20.13 -11.25 4.23
C 18.75 -12.33 4.42
C 18.49 -13.08 5.72
Cl 18.49 -12.08 7.19
H 18.72 -13.07 3.62
H 17.95 -11.67 4.11
H 19.16 -13.92 5.92
H 17.52 -13.57 5.68
```


[2]
DFT (ωB97M-V/def2-TZVPD) results for a gas-phase ion, C2H5N6 (charge +1) at a distorted geometry.

The energy above the lowest of the compared OMol25 structures with the same formula, charge and spin comes out at 45.3 kcal/mol. The value obtained for the total energy is -407.2834 hartree. The maximum force comes out at 5.5 eV/A. As for the SMILES: [H]/N=C1N=N/C(=N/[H])N/1[NH3+]. As for the frontier orbital gap: 8.55 eV. As for the charge: +1. Its lowest unoccupied orbital energy is -5.8669 eV.

Geometry as XYZ:
```
13
C2H5N6 | the OMol25 dataset | ωB97M-V/def2-TZVPD
C -1.61 -0.72 -0.24
C -0.08 1.20 -0.54
N -2.15 0.37 -0.80
N -1.40 1.31 -0.98
N -1.91 -1.89 -0.14
N 0.73 2.12 -0.72
N 0.00 -0.03 0.07
N 1.22 -0.41 0.76
H -1.52 -2.74 -0.01
H 1.60 1.95 -0.21
H 1.30 -0.25 1.81
H 2.07 0.29 0.58
H 1.76 -1.21 0.41
```


[3]
DFT (ωB97M-V/def2-TZVPD) results for C22H26ClNO4S in the gas phase.

The energy above the lowest of the compared OMol25 structures with the same formula, charge and spin comes out at 3.3 kcal/mol. The value obtained for the total energy is -2068.0537 hartree. The maximum force comes out at 0.6 eV/A. As for the SMILES: CCOC(=O)[C@@]1(Cc2cccc(Cl)c2)CCCN(C(=O)c2ccc(COC)s2)C1. As for the frontier orbital gap: 9.49 eV. As for the charge: 0. Its lowest unoccupied orbital energy is 0.6316 eV.

Geometry as XYZ:
```
55
C22H26ClNO4S | the OMol25 dataset | ωB97M-V/def2-TZVPD
C -4.89 -3.48 -0.83
C -4.93 -2.12 -0.16
H -5.28 -1.36 -0.87
H -5.56 -2.13 0.73
O -3.63 -1.73 0.31
C -2.80 -1.19 -0.58
O -3.06 -1.06 -1.75
C -1.48 -0.78 0.06
C -0.49 -0.41 -1.05
N 0.84 -0.17 -0.54
C 1.37 1.07 -0.60
O 0.74 2.03 -1.02
C 2.78 1.25 -0.17
C 3.23 2.24 0.64
C 4.64 2.25 0.77
C 5.25 1.29 0.02
S 4.09 0.34 -0.85
C 6.70 0.99 -0.12
O 6.93 -0.34 0.27
C 8.27 -0.73 0.15
H 8.92 -0.12 0.78
H 8.32 -1.77 0.47
H 8.61 -0.65 -0.89
H 7.03 1.14 -1.16
H 7.28 1.68 0.52
H 5.18 2.95 1.38
H 2.58 2.93 1.15
C 1.41 -1.29 0.17
H 2.40 -1.04 0.54
C 0.50 -1.68 1.34
C -0.91 -1.98 0.85
H -1.57 -2.22 1.68
H -0.88 -2.85 0.18
H 0.91 -2.56 1.83
H 0.48 -0.87 2.06
H 1.49 -2.14 -0.53
H -0.83 0.48 -1.58
H -0.44 -1.24 -1.77
C -1.75 0.43 0.99
C -2.79 1.35 0.41
C -2.44 2.35 -0.49
C -3.42 3.15 -1.06
C -4.75 2.97 -0.74
C -5.09 1.99 0.17
C -4.13 1.19 0.76
H -4.42 0.44 1.47
Cl -6.75 1.75 0.60
H -5.52 3.59 -1.19
H -3.14 3.92 -1.76
H -1.40 2.52 -0.74
H -0.82 0.98 1.14
H -2.10 0.06 1.96
H -4.27 -3.45 -1.72
H -5.90 -3.78 -1.11
H -4.48 -4.23 -0.14
```


[4]
DFT (ωB97M-V/def2-TZVPD) results for C3H5NO3 in the gas phase at a distorted geometry.

The energy above the lowest of the compared OMol25 structures with the same formula, charge and spin comes out at 105.3 kcal/mol. The value obtained for the total energy is -397.6688 hartree. The maximum force comes out at 10.5 eV/A. As for the SMILES: NC(=O)COC=O. As for the frontier orbital gap: 9.21 eV. As for the charge: 0. Its lowest unoccupied orbital energy is -0.0905 eV.

Geometry as XYZ:
```
12
C3H5NO3 | the OMol25 dataset | ωB97M-V/def2-TZVPD
N 0.98 1.07 0.55
C 1.02 0.06 -0.33
O 2.22 0.07 -0.61
C 0.20 -1.17 -0.26
O -1.00 -1.06 0.48
C -1.52 0.14 0.26
O -1.22 0.77 -0.80
H -0.25 1.20 0.67
H 1.26 2.03 0.35
H 0.00 -1.45 -1.29
H 0.80 -1.93 0.23
H -2.49 0.28 0.75
```


[5]
DFT (ωB97M-V/def2-TZVPD) results for 2 unconnected molecules or ions with the total composition C6H12N at a distorted geometry.

The energy above the lowest of the compared OMol25 structures with the same formula, charge and spin comes out at 97.2 kcal/mol. The value obtained for the total energy is -289.9980 hartree. The maximum force comes out at 5.5 eV/A. As for the frontier orbital gap (alpha / beta): 8.62 / 7.51 eV. As for the charge: +1. As for the spin multiplicity: 3. Its lowest unoccupied orbital energy (alpha / beta) is -3.1818 / -7.3880 eV.

Geometry as XYZ:
```
19
C6H12N | the OMol25 dataset | ωB97M-V/def2-TZVPD
C -3.19 0.15 -0.21
C -2.18 0.73 0.13
C 0.56 1.77 0.78
C 0.74 0.52 -1.37
C -0.32 -2.02 0.08
C 0.29 0.63 0.01
N 0.38 -0.77 0.66
H -4.11 -0.30 -0.07
H 1.62 2.02 1.18
H 0.39 2.66 0.24
H -0.19 1.73 1.70
H 1.84 -0.01 -1.42
H 0.17 -0.29 -1.87
H 0.75 1.36 -1.92
H 0.25 -2.44 -0.78
H -0.29 -2.68 0.93
H -1.41 -1.73 -0.19
H -0.12 -0.71 1.67
H 1.39 -1.05 0.84
```


[6]
DFT (ωB97M-V/def2-TZVPD) results for a molecular structure, C35H33ClN4Si2Y at a distorted geometry.

The energy above the lowest of the compared OMol25 structures with the same formula, charge and spin comes out at 56.1 kcal/mol. The value obtained for the total energy is -2649.8329 hartree. The maximum force comes out at 4.3 eV/A. As for the frontier orbital gap (alpha / beta): 6.56 / 5.27 eV. As for the charge: +1. Its lowest unoccupied orbital energy (alpha / beta) is -3.1201 / -3.4821 eV.

Geometry as XYZ:
```
76
C35H33ClN4Si2Y | the OMol25 dataset | ωB97M-V/def2-TZVPD
C -2.19 -1.43 4.33
C -2.87 -0.54 3.45
C -2.92 -1.14 2.15
H -3.35 0.39 3.75
C -2.31 -2.43 2.25
C -1.84 -2.60 3.60
H -1.44 -3.53 4.01
H -2.14 -1.34 5.40
H -3.40 -0.71 1.27
H -2.30 -3.20 1.47
Y -0.35 -0.64 2.42
Si -0.86 -0.23 -2.37
C -0.82 1.21 -3.67
C 0.19 1.31 -4.67
H 1.00 0.57 -4.70
C 0.15 2.31 -5.64
H 0.95 2.37 -6.39
C -0.88 3.25 -5.66
H -0.89 4.06 -6.40
C -1.88 3.15 -4.69
H -2.68 3.88 -4.69
C -1.86 2.14 -3.71
H -2.67 2.08 -2.98
C -0.46 -1.56 -3.66
C -1.06 -1.57 -4.94
H -1.81 -0.82 -5.21
C -0.72 -2.51 -5.92
H -1.23 -2.50 -6.89
C 0.24 -3.48 -5.65
H 0.51 -4.24 -6.38
C 0.85 -3.51 -4.38
H 1.54 -4.32 -4.12
C 0.51 -2.54 -3.42
H 1.02 -2.56 -2.45
H -2.32 -0.39 -2.12
Si 2.51 0.69 -1.47
C 1.85 -0.85 -0.65
C 0.48 -1.21 -0.44
H -0.34 -0.41 -0.46
C 0.15 -2.50 0.02
H -0.90 -2.81 0.07
C 1.12 -3.46 0.30
H 0.86 -4.45 0.67
C 2.45 -3.12 0.08
H 3.24 -3.88 0.17
C 2.81 -1.84 -0.32
H 3.86 -1.57 -0.40
C 1.41 2.14 -1.02
C 0.77 2.29 0.23
H 1.10 1.67 1.07
C -0.21 3.28 0.40
H -0.70 3.38 1.36
C -0.50 4.20 -0.61
H -1.23 5.01 -0.46
C 0.22 4.12 -1.79
H 0.03 4.86 -2.56
C 1.15 3.10 -2.01
H 1.64 3.02 -2.97
H 3.86 0.93 -1.12
Cl 2.13 -0.01 2.31
N 0.52 2.21 5.55
C -0.21 3.19 4.90
C -0.89 2.56 3.89
N -0.49 1.24 3.82
C 0.31 1.04 4.90
C 0.83 -0.25 5.33
N 0.73 -1.42 4.68
C 1.35 -2.35 5.49
C 1.89 -1.73 6.58
N 1.53 -0.40 6.49
H 1.17 2.35 6.35
H -0.16 4.22 5.17
H -1.66 2.93 3.25
H 1.32 -3.39 5.26
H 2.54 -2.06 7.36
H 1.74 0.36 7.15
```